15
Properties=species:S:1:pos:R:3 method="wB97M-V/def2-TZVPD" e_above_lowest_kcal_mol=61.76 e_lumo_ev=0.526 multiplicity=1 gap_ha=0.3449
S -0.323 -2.022 0.159
S -2.352 -0.343 -0.391
O -3.622 -0.684 0.313
O -2.313 1.336 -0.598
N -0.150 0.547 0.858
C -1.029 -0.566 0.947
C 0.673 0.531 -0.295
C 0.895 -1.044 -0.716
H 0.878 -1.186 -1.855
H 0.187 0.947 -1.104
H 1.647 0.948 -0.052
H 1.819 -1.179 -0.302
H 0.286 0.802 1.726
H -2.831 1.720 0.136
H -1.369 -0.624 2.113

---

97
Properties=species:S:1:pos:R:3 method="wB97M-V/def2-TZVPD" charge=-1 e_lumo_ev="1.458 / 1.587" multiplicity=2 gap_ha="0.2134 / 0.2154"
Mo -0.290 0.043 -0.371
S 3.579 -0.323 3.049
S -1.612 1.908 -4.473
S -3.049 2.405 -0.417
S -1.437 0.263 2.655
S 4.084 0.165 0.053
P -1.924 -1.786 -0.770
O -2.878 -2.124 0.492
O -3.041 -1.641 -1.923
O -2.984 3.819 -0.686
O -3.577 1.569 -1.469
O 3.984 0.520 -1.330
O -1.475 -3.332 -1.050
O 4.717 1.114 0.945
N 0.462 -0.346 -4.623
N 1.097 -0.171 2.424
N -0.328 1.239 -2.245
N 6.608 -5.185 0.498
N 1.611 -3.468 0.881
N 2.547 -0.108 0.577
N -0.469 -0.446 -3.710
N 2.114 -3.668 -0.326
N 1.822 -2.587 -2.423
N -1.602 1.782 -0.006
N -0.135 -1.312 -2.748
N 1.432 -1.145 -4.302
N 0.868 -2.425 0.892
N 0.857 -1.853 -0.320
N 0.570 2.039 0.390
C 5.312 -3.570 -0.737
C -4.397 -1.249 -1.727
C -4.122 2.144 0.998
C -0.662 2.569 0.540
C -5.016 0.595 2.578
C 0.366 2.269 -2.804
C 4.781 -2.302 -0.847
C -4.792 3.180 1.616
C 4.965 -1.384 0.169
C 1.608 2.679 0.930
C -5.669 1.629 3.243
C 6.320 -2.947 1.361
C -2.329 -2.796 1.617
C 6.063 -3.918 0.389
C 1.521 4.458 -4.111
C 5.761 -1.689 1.257
C -6.449 1.331 4.490
C 2.135 3.876 -3.012
C 2.320 -0.193 1.841
C 0.353 3.907 -4.619
C 0.194 4.366 1.854
C 1.468 3.824 1.688
C -0.201 2.828 -3.971
C 1.627 -2.675 -1.060
C -0.884 3.748 1.266
C -1.355 -3.945 -2.317
C -1.234 0.708 -3.169
C 1.584 2.786 -2.366
C 1.150 -0.298 3.798
C -5.566 2.920 2.738
C -0.104 -0.068 1.701
C -4.249 0.847 1.456
C 1.083 -1.698 -3.131
C 2.380 -0.409 4.308
H 1.960 5.321 -4.590
H 2.103 2.295 -1.560
H -7.206 0.573 4.297
H 0.220 -0.293 4.336
H -4.697 4.180 1.215
H 5.130 -4.310 -1.503
H -3.727 0.056 0.940
H 2.590 2.262 0.747
H -1.415 -2.304 1.957
H 3.081 4.260 -2.660
H -6.933 2.222 4.878
H -5.083 -0.415 2.952
H -3.088 -2.754 2.398
H 2.673 -0.525 5.330
H -2.089 -3.831 1.362
H 0.052 5.259 2.447
H 5.937 -0.937 2.009
H -1.890 4.126 1.350
H 6.120 -5.898 -0.022
H -6.087 3.733 3.225
H -2.171 0.322 -2.768
H -4.467 -0.162 -1.671
H -1.929 -3.401 -3.067
H -4.944 -1.609 -2.598
H 2.716 -2.869 -2.790
H 6.862 -5.465 1.433
H 2.339 4.282 2.133
H -4.799 -1.698 -0.821
H -0.306 -3.991 -2.607
H -0.108 4.294 -5.515
H -5.777 0.943 5.253
H -1.751 -4.958 -2.214
H 4.226 -1.984 -1.712
H 6.943 -3.193 2.209

---

97
Properties=species:S:1:pos:R:3 method="wB97M-V/def2-TZVPD" charge=+2 e_above_lowest_kcal_mol=0.00 e_lumo_ev="-6.220 / -8.516" multiplicity=5 gap_ha="0.2269 / 0.2001"
Rh -1.798 -0.977 -1.227
Se -1.994 0.954 -2.761
Se -1.919 0.644 0.527
Ge 2.629 0.330 0.226
S 0.378 -2.408 -3.497
P -2.279 2.201 -1.006
O 1.276 0.292 -1.106
O -0.755 -2.156 -4.337
O 0.665 -3.738 -3.074
O -0.509 -4.007 6.220
O -0.059 -1.851 5.988
N -2.954 -2.301 -2.361
N 0.237 -1.444 -2.120
N -1.695 -2.695 0.008
C 0.501 5.033 -1.846
C -3.400 -4.650 -2.676
C 1.813 -1.590 -4.093
C 1.062 2.371 4.441
C -0.570 -1.846 1.914
C -5.626 3.867 0.534
C -2.249 -3.804 -0.680
C -0.263 -1.911 3.238
C 3.611 -0.992 -5.492
C -3.931 2.870 -0.845
C -0.773 4.029 0.413
C 2.680 2.186 2.478
C -4.382 3.277 0.411
C 3.960 0.021 -4.605
C -6.417 4.054 -0.592
C -4.040 -4.371 -3.863
C 3.233 0.237 -3.441
C -0.403 3.989 -1.977
C -1.421 -2.828 1.304
C 1.203 -0.572 -2.056
C 1.935 3.113 3.440
C 3.689 -1.752 1.880
C -0.417 -2.885 5.500
C -1.624 -3.913 3.478
C 2.963 -1.559 0.545
C -4.146 -3.051 -4.282
C 0.136 5.065 0.534
C 2.518 -1.821 -5.253
C 0.768 5.567 -0.596
C 5.079 -1.126 1.902
C -0.783 -2.943 4.042
C 1.733 1.345 1.616
C -5.970 3.650 -1.839
C -1.928 -3.885 2.143
C -2.872 -3.594 -1.903
C 2.155 -0.597 -3.190
C 5.796 -1.372 3.221
C -4.726 3.055 -1.972
C -3.576 -2.052 -3.506
C -1.043 3.491 -0.846
H -7.389 4.516 -0.494
H 1.172 0.656 2.251
H 4.806 0.652 -4.830
H 3.763 -2.818 2.108
H -4.642 -2.783 -5.204
H 5.666 -1.523 1.070
H -4.450 -5.173 -4.460
H 1.000 1.985 1.112
H 3.344 2.773 1.837
H -2.078 -4.794 -0.290
H -1.262 3.642 1.298
H 3.492 1.033 -2.758
H -0.142 -1.085 1.275
H -4.382 2.734 -2.948
H 5.232 -0.952 4.055
H -3.292 -5.663 -2.318
H -3.774 3.127 1.296
H 3.771 1.093 -0.451
H 4.194 -1.133 -6.391
H 0.386 -1.184 3.708
H -0.697 -4.782 5.678
H -5.980 4.178 1.505
H 5.914 -2.439 3.405
H 1.322 3.808 2.857
H -6.589 3.796 -2.711
H 5.006 -0.043 1.729
H -3.616 -1.019 -3.822
H 3.559 -1.953 -0.283
H 3.326 1.521 3.059
H 6.786 -0.922 3.230
H -2.070 -4.681 4.094
H 1.473 6.381 -0.499
H 2.014 -2.100 0.530
H 0.347 5.484 1.507
H 0.230 1.858 3.956
H 2.664 3.725 3.976
H 2.239 -2.599 -5.949
H 0.633 3.048 5.177
H -2.603 -4.617 1.729
H -0.599 3.566 -2.954
H 0.995 5.427 -2.722
H 1.640 1.624 4.988
H 3.093 -1.313 2.691

---

84
Properties=species:S:1:pos:R:3 method="wB97M-V/def2-TZVPD" e_above_lowest_kcal_mol=42.52 e_lumo_ev=-0.593 multiplicity=1 gap_ha=0.2894
Rb -1.372 0.147 -1.402
As 0.303 0.003 1.465
As 0.500 0.501 5.275
Cl -1.785 3.142 -1.982
Cl -4.106 1.482 -1.798
S -2.481 -2.028 1.180
S 2.250 1.200 -2.153
P -1.199 -0.192 -4.569
O 3.603 -1.802 2.051
O -1.940 2.527 5.121
O -3.233 1.419 2.589
O -2.011 0.982 0.692
O 1.582 -2.671 1.558
O 3.436 -1.559 5.481
O -1.635 -1.898 -0.015
O -3.058 0.646 5.387
O 1.625 -2.764 5.131
N 3.101 -0.833 -0.718
N -2.848 -0.796 1.962
N 4.713 0.569 -1.633
C -3.124 -0.739 5.108
C 2.187 -3.828 0.996
C -1.636 -1.834 -5.322
C 3.418 0.258 -1.445
C -2.075 1.360 4.835
C -3.094 -2.200 -5.073
C -4.570 1.403 2.135
C 5.846 -0.188 -1.157
C -1.010 0.691 4.041
C 2.393 -1.774 2.141
C 1.399 2.237 4.885
C -3.271 2.848 -1.106
C 1.591 -0.733 2.791
C -1.959 0.954 -5.824
C -3.260 1.565 -5.317
C -2.336 0.569 1.894
C 1.604 -0.657 4.123
C 2.233 -1.741 4.927
C -1.072 0.411 2.755
C 0.589 -0.071 -5.050
C 1.050 1.830 1.296
C 4.128 -0.351 5.244
C 0.961 -0.269 -6.515
H 3.186 -3.590 0.623
H -4.962 2.411 2.267
H 0.614 2.979 4.755
H -3.735 2.151 -6.102
H -2.133 0.414 -6.758
H -3.294 -3.212 -5.422
H 3.774 -1.233 -0.079
H 2.025 -0.079 -6.644
H 2.027 2.182 3.998
H -0.987 -2.579 -4.854
H 0.649 2.476 2.072
H -3.327 -2.151 -4.007
H -3.061 2.226 -4.477
H 1.541 -4.162 0.189
H 5.940 -1.144 -1.682
H 5.754 -0.383 -0.086
H -3.962 0.799 -4.993
H -2.220 -1.253 5.458
H -3.252 -0.917 4.036
H 2.012 2.538 5.737
H 3.622 0.488 5.733
H 4.876 1.322 -2.284
H -1.239 1.755 -6.014
H 1.122 -0.798 -4.431
H 6.750 0.393 -1.323
H -1.433 -1.819 -6.397
H 0.773 2.234 0.320
H -3.761 -1.524 -5.604
H 2.139 1.778 1.356
H -4.630 1.120 1.079
H 0.914 0.919 -4.716
H 2.261 -4.594 1.771
H 2.120 -0.934 -0.476
H 4.222 -0.163 4.171
H 5.115 -0.486 5.684
H -5.165 0.697 2.723
H -2.991 2.576 -0.085
H 0.762 -1.286 -6.843
H -3.908 3.729 -1.171
H 0.419 0.419 -7.158
H -3.989 -1.117 5.652

---

48
Properties=species:S:1:pos:R:3 method="wB97M-V/def2-TZVPD" charge=+1 e_above_lowest_kcal_mol=14.14 e_lumo_ev="-3.845 / -4.121" multiplicity=3 gap_ha="0.2754 / 0.2791"
V -1.032 -0.248 -1.162
S 1.250 0.315 0.094
S -2.930 -1.173 -2.558
O -0.969 -2.052 -0.611
O 2.041 1.484 -0.156
O 0.307 -3.829 -0.062
O -0.171 0.597 0.551
N -3.762 0.153 -0.388
N -2.634 0.878 -0.679
N 0.947 -0.531 -1.226
N -5.063 -1.613 -1.023
N -0.669 1.599 -2.053
C 2.036 -0.645 1.294
C 4.078 -1.313 2.334
C -2.515 2.143 -0.621
C 3.383 -2.238 3.113
C 1.315 -1.550 2.066
C 0.191 -2.761 -0.584
C 4.124 -3.117 4.083
C -3.517 3.049 -0.001
C 1.286 -1.978 -1.290
C -3.976 -0.891 -1.260
C -1.298 2.598 -1.373
C 0.101 4.237 -2.383
C -0.934 3.912 -1.506
C 3.418 -0.512 1.423
C 2.002 -2.339 2.972
C 0.712 3.237 -3.097
C 0.311 1.922 -2.889
H -5.657 -1.461 -0.226
H -3.214 4.090 -0.042
H 5.151 -1.217 2.449
H 0.241 -1.634 1.969
H 3.440 -3.676 4.718
H 4.781 -2.527 4.722
H -5.239 -2.421 -1.596
H 0.410 5.267 -2.496
H 3.953 0.212 0.824
H 1.301 -2.282 -2.337
H 0.807 1.098 -3.379
H -4.401 0.444 0.335
H 2.257 -2.210 -0.858
H 1.511 3.445 -3.794
H -3.667 2.783 1.047
H -1.437 4.685 -0.944
H 1.455 -3.052 3.576
H -4.474 2.954 -0.522
H 4.751 -3.834 3.549

---

63
Properties=species:S:1:pos:R:3 method="wB97M-V/def2-TZVPD" charge=+1 e_lumo_ev=-3.927 multiplicity=1 gap_ha=0.3224
Br -4.555 -2.270 -1.075
S -1.592 -4.291 1.114
O 0.625 -2.127 1.672
N -0.230 -3.819 0.161
C 5.323 1.053 -1.816
C -1.741 1.407 0.829
C -2.337 3.418 2.277
C -1.227 2.619 1.593
C -0.611 -3.061 -1.072
C -2.119 6.203 0.855
C -4.181 -3.351 0.565
C -2.829 -2.923 1.323
C -2.804 4.977 0.268
C -3.373 4.035 1.331
C -4.254 -4.896 0.124
C 3.450 -0.728 -1.847
C 0.823 -3.136 0.956
C 2.056 0.424 -0.051
C 5.512 1.111 -3.326
C 2.311 0.246 -1.541
C 4.826 -0.306 -1.322
C 2.295 -3.800 0.879
H -1.073 -4.542 2.394
H 4.812 -0.298 -0.227
H 2.923 0.845 0.460
H 2.376 -4.661 1.635
H -1.260 5.931 1.472
H 3.126 -3.032 0.968
H 6.228 0.355 -3.658
H -3.104 -2.775 2.434
H 4.642 1.849 -1.500
H -2.411 1.697 0.015
H 3.204 -1.710 -1.422
H 4.571 0.953 -3.858
H -3.592 -5.163 -0.762
H -5.081 -3.186 1.262
H -3.626 5.311 -0.374
H 1.395 -0.135 -2.009
H -2.105 4.441 -0.382
H -1.881 4.207 2.882
H -0.650 3.261 0.921
H -3.932 3.237 0.831
H -2.410 -1.911 0.972
H -2.280 0.726 1.495
H -5.338 -5.066 -0.234
H 1.216 1.105 0.109
H -2.862 2.764 2.983
H -0.526 2.273 2.361
H 1.809 -0.532 0.418
H 5.554 -1.075 -1.606
H -2.815 6.781 1.470
H 2.506 1.219 -2.000
H 6.284 1.265 -1.337
H -4.108 4.582 1.934
H 2.358 -4.281 -0.167
H 3.504 -0.878 -2.931
H -0.904 0.857 0.388
H -0.934 -3.756 -1.933
H -1.757 6.853 0.054
H -1.351 -2.207 -0.897
H -4.130 -5.621 1.014
H 5.897 2.092 -3.620
H 0.359 -2.562 -1.451

---

These records have energy values of -30477.891; -137814.364; -267213.083; -225748.286; -80931.936; -103737.085 eV, in the order they appear.